[1]
C28H40Cl6Ge2N3PPtS as an isolated structure. Source: OMol25; level of theory: ωB97M-V with the def2-TZVPD basis set.

```
82
Properties=species:S:1:pos:R:3:forces:R:3
Pt -0.450 2.060 0.533 -0.27 0.26 0.02
N 3.514 1.864 1.711 0.02 0.01 0.05
C 3.898 2.282 0.448 0.00 -0.02 -0.05
C 5.155 2.592 -0.060 0.00 0.02 0.00
C 5.193 3.062 -1.353 0.02 -0.02 0.00
C 4.016 3.226 -2.102 -0.01 0.00 -0.02
C 2.778 2.901 -1.595 0.05 0.09 0.04
C 2.722 2.401 -0.297 0.01 -0.07 0.06
N 1.655 2.009 0.524 0.14 -0.06 0.16
C 2.185 1.749 1.720 -0.12 0.02 -0.10
C 1.328 1.497 2.862 0.02 0.00 -0.05
C 1.582 1.263 4.175 0.00 0.01 0.02
S 0.112 1.117 5.032 0.02 0.00 -0.02
C -0.768 1.375 3.610 0.00 -0.01 -0.01
N -0.012 1.550 2.559 -0.09 0.04 -0.12
H 4.123 1.742 2.504 0.00 -0.01 0.00
H 6.052 2.486 0.535 0.00 -0.01 0.00
H 6.143 3.325 -1.796 0.00 0.01 0.00
H 4.086 3.626 -3.105 -0.01 0.00 0.00
H 1.892 3.061 -2.185 -0.07 0.01 -0.06
H 2.532 1.180 4.679 0.00 0.00 0.00
H -1.848 1.408 3.577 -0.01 0.01 -0.02
C 0.554 -3.635 2.598 -0.01 0.00 0.00
C 1.656 -2.874 1.844 -0.02 0.00 0.00
C 1.149 -1.527 1.308 -0.02 -0.04 -0.03
C -0.316 -1.661 0.866 0.08 0.14 0.09
C -1.203 -1.906 2.106 0.01 -0.01 0.00
C -0.440 -2.655 3.211 0.00 0.00 -0.01
P -0.915 -0.300 -0.221 -0.04 -0.06 -0.06
C -0.132 -0.574 -1.878 0.04 -0.03 0.10
C 1.280 0.029 -1.963 -0.09 0.10 -0.08
C 1.985 -0.443 -3.229 0.00 -0.01 0.01
C 2.318 -1.938 -3.119 -0.01 -0.01 0.02
C 1.276 -2.681 -2.268 0.01 0.02 -0.04
C -0.104 -2.041 -2.395 0.00 0.01 0.00
C -2.729 -0.470 -0.517 0.09 -0.05 -0.11
C -3.678 -0.491 0.690 0.02 0.12 0.00
C -5.063 -0.027 0.216 -0.01 0.01 0.00
C -5.372 -0.550 -1.198 -0.01 -0.03 0.02
C -4.644 -1.870 -1.429 -0.01 0.05 0.00
C -3.116 -1.663 -1.424 -0.02 0.05 -0.02
H 0.992 -4.274 3.363 0.00 0.00 0.00
H 0.019 -4.301 1.916 0.00 0.00 0.00
H 2.032 -3.482 1.019 0.00 0.00 0.00
H 2.506 -2.692 2.506 0.01 0.00 -0.01
H 1.796 -1.179 0.504 0.00 -0.03 0.06
H 1.197 -0.782 2.102 0.00 -0.01 0.01
H -0.372 -2.539 0.215 -0.07 -0.02 -0.06
H -2.072 -2.493 1.812 0.02 -0.01 0.00
H -1.588 -0.959 2.493 -0.01 -0.02 0.02
H -1.152 -3.173 3.852 -0.01 0.02 0.01
H 0.096 -1.949 3.854 0.01 0.00 0.00
H -0.790 -0.001 -2.546 0.05 0.04 -0.01
H 1.879 -0.260 -1.096 0.01 0.04 -0.07
H 1.218 1.112 -1.945 -0.07 -0.09 -0.02
H 2.893 0.139 -3.392 -0.01 0.01 0.00
H 1.335 -0.251 -4.088 0.00 -0.01 -0.01
H 3.307 -2.060 -2.672 0.00 -0.02 -0.01
H 2.374 -2.378 -4.115 -0.01 0.00 0.00
H 1.585 -2.695 -1.219 0.00 0.02 0.03
H 1.213 -3.725 -2.575 0.01 0.00 0.02
H -0.857 -2.663 -1.924 0.05 -0.02 0.05
H -0.375 -2.012 -3.454 -0.02 -0.01 0.00
H -2.934 0.449 -1.083 -0.04 -0.03 0.09
H -3.339 0.129 1.514 0.03 0.06 0.06
H -3.737 -1.511 1.066 -0.01 -0.02 0.00
H -5.107 1.064 0.237 -0.01 -0.01 -0.02
H -5.814 -0.387 0.920 0.00 0.00 0.01
H -5.059 0.176 -1.955 0.00 0.00 0.00
H -6.446 -0.676 -1.326 0.00 0.01 0.00
H -4.938 -2.327 -2.373 0.00 0.01 0.00
H -4.928 -2.575 -0.644 0.00 -0.01 -0.01
H -2.774 -1.477 -2.443 0.04 -0.02 -0.01
H -2.631 -2.578 -1.078 -0.06 0.00 0.03
Cl -3.271 2.940 -2.144 -0.07 -0.01 0.00
Ge -1.236 2.915 -1.613 0.29 0.28 0.17
Cl -2.638 2.641 1.093 0.08 -0.33 -0.04
Cl -0.286 2.837 -3.509 0.10 -0.06 0.08
Cl 1.817 5.202 1.218 -0.08 -0.01 -0.04
Ge -0.185 4.477 1.013 0.32 -0.12 0.08
Cl -1.310 5.594 2.395 -0.09 -0.03 -0.02
Cl -0.814 5.228 -1.071 -0.17 -0.13 -0.17
```
Forces are in eV/Å.

Summary:
net charge	+2
energy relative to the best compared isomer or geometry (same formula, charge and spin)	0.0	kcal/mol
orbital gap	7.3	eV
HOMO level	-14.47	eV
LUMO level	-7.19	eV


[2]
C28H40CoNO2 as an isolated structure in a non-equilibrium geometry. Source: OMol25; level of theory: ωB97M-V with the def2-TZVPD basis set.

```
72
Properties=species:S:1:pos:R:3:forces:R:3
O 0.551 1.298 -2.435 -1.51 0.02 0.42
C -0.029 2.443 -1.748 0.16 0.29 0.39
C -1.110 2.642 -2.831 1.54 -0.36 0.06
H 0.674 3.281 -1.772 -0.53 -0.76 0.76
H -0.376 2.213 -0.716 0.05 -0.11 -0.65
C -0.637 1.227 -3.305 -0.45 0.69 0.17
H -0.761 3.407 -3.532 -0.49 0.11 0.14
H -2.113 2.782 -2.443 -0.20 -0.06 -0.47
C -0.114 1.048 -4.706 0.08 -0.01 -0.44
H 0.699 1.761 -4.925 -0.36 -0.17 0.14
H -0.920 1.170 -5.444 0.22 -0.10 0.09
H 0.314 0.035 -4.788 -0.19 0.27 -0.06
C -1.745 0.235 -2.965 -0.20 -0.57 0.09
H -2.409 0.597 -2.166 0.38 -0.10 -0.19
H -1.356 -0.738 -2.660 -0.16 0.40 -0.02
H -2.398 0.074 -3.844 0.35 0.20 0.20
Co -1.274 -1.677 0.919 5.70 -1.97 -1.48
C -3.119 -2.091 1.489 -1.82 0.29 0.40
C -2.405 -1.364 2.492 -1.64 0.94 1.15
C -1.985 -0.115 1.924 -1.62 0.98 0.45
H -2.233 -1.699 3.515 0.08 0.12 -0.61
C -2.404 -0.090 0.557 -1.27 0.52 0.61
C -3.119 -1.301 0.302 -2.26 1.14 0.12
H -3.664 -1.516 -0.616 0.47 -0.12 0.20
H -3.624 -3.052 1.609 0.32 0.32 -0.02
H -1.442 0.686 2.411 0.08 -0.30 -0.01
H -2.252 0.717 -0.134 0.09 0.08 -0.09
C -0.637 -3.444 0.184 1.38 -0.97 -1.71
C -1.260 -2.962 -1.043 1.06 -1.03 -0.29
C -0.229 -2.420 -1.857 0.04 -0.26 0.63
H -2.264 -3.223 -1.384 0.39 0.17 0.20
C 0.985 -2.411 -1.125 -0.27 -0.59 -0.26
C 0.779 -3.102 0.078 -0.82 -0.74 -0.45
H 1.555 -3.396 0.783 -0.33 0.37 -0.07
H -1.061 -4.203 0.835 0.05 0.17 -0.14
H -0.303 -2.149 -2.905 -0.06 0.10 0.30
H 1.907 -1.944 -1.474 -0.21 -0.24 0.20
O 1.804 4.051 -2.863 1.50 2.06 -0.83
C 1.632 4.726 -4.121 -0.38 -0.24 -0.07
C 2.488 5.996 -4.173 0.55 -0.08 0.34
H 0.569 4.972 -4.237 0.12 -0.05 0.05
H 1.893 4.023 -4.916 0.01 0.05 0.02
C 3.064 6.154 -2.740 -0.55 -0.14 0.04
H 1.906 6.871 -4.471 0.07 -0.14 0.01
H 3.313 5.878 -4.883 -0.19 0.02 0.03
C 2.724 4.817 -2.045 0.10 -0.42 0.11
H 2.582 6.994 -2.215 0.21 -0.28 -0.19
H 4.149 6.323 -2.742 -0.35 0.02 -0.02
H 2.260 4.964 -1.056 0.14 -0.07 -0.32
H 3.636 4.217 -1.909 -0.26 0.08 0.02
C -2.012 -4.295 4.700 0.38 0.35 -0.08
N -1.055 -3.204 4.533 -0.81 0.06 0.74
C -0.654 -2.619 5.806 -0.23 -0.23 -0.32
C 0.029 -3.503 3.627 0.08 -0.11 -0.25
C 0.799 -2.280 3.162 1.09 0.28 0.64
C 2.013 -2.006 3.819 -0.19 0.05 -0.23
C 2.823 -0.949 3.387 -0.03 -0.10 0.22
C 2.417 -0.143 2.318 -0.46 -0.12 -0.14
C 1.186 -0.395 1.689 1.34 0.15 0.92
C 0.404 -1.457 2.108 -0.91 -0.20 -0.17
H -2.842 -3.949 5.338 0.23 -0.17 -0.21
H -1.554 -5.190 5.168 -0.12 0.06 -0.03
H -2.419 -4.586 3.719 0.14 0.10 0.28
H -0.015 -3.300 6.400 0.03 0.02 0.01
H -0.111 -1.683 5.644 -0.05 -0.18 -0.03
H -1.557 -2.406 6.394 0.22 0.01 -0.10
H 0.735 -4.201 4.120 0.07 -0.03 -0.08
H -0.403 -4.036 2.767 0.16 0.25 0.20
H 2.303 -2.639 4.673 0.08 0.33 -0.39
H 3.765 -0.762 3.902 -0.13 0.04 -0.14
H 3.038 0.683 1.976 0.06 -0.12 0.08
H 0.870 0.215 0.842 0.07 0.02 0.12
```
Forces are in eV/Å.

Summary:
net charge	-1
2S+1	4
orbital gap (alpha / beta)	4.0 / 5.8	eV
HOMO level (alpha / beta)	-1.64 / -3.39	eV
LUMO level (alpha / beta)	2.37 / 2.37	eV


[3]
A 6-piece molecular cluster, C28H40F5O17S overall in a non-equilibrium geometry. Source: OMol25; level of theory: ωB97M-V with the def2-TZVPD basis set.

```
91
Properties=species:S:1:pos:R:3:forces:R:3
C -3.094 -2.374 1.081 0.23 1.07 -0.44
C -3.157 -2.378 -0.414 0.37 -2.25 -0.84
O -2.966 -3.392 -1.039 -0.31 1.30 0.27
O -3.408 -1.192 -1.142 0.12 0.45 0.64
C -2.231 -0.433 -1.221 0.31 -1.46 -0.26
S -2.031 0.211 -2.942 -0.39 1.28 0.29
C -0.227 0.233 -3.177 0.56 -0.77 -0.95
C 0.260 1.382 -4.073 -0.59 0.45 0.49
C 1.358 2.223 -3.432 0.59 0.09 0.40
C 0.957 2.610 -2.011 -0.68 0.04 -0.70
C 2.798 1.701 -3.559 -0.62 -0.56 -0.07
C 3.127 0.271 -3.113 1.75 0.03 0.21
C 3.211 0.093 -1.631 -0.38 0.33 -0.32
C 2.715 -0.963 -1.012 -0.44 -0.96 0.60
C 2.147 -0.903 0.382 1.43 -0.22 0.20
C 2.736 -2.334 -1.655 -0.90 0.76 -0.31
H -2.709 -3.314 1.408 0.01 -0.56 -0.01
H -4.060 -2.196 1.529 -0.29 0.13 0.08
H -2.406 -1.616 1.444 -0.01 0.43 0.02
H -2.151 0.381 -0.505 -0.26 0.38 -0.50
H -1.374 -1.092 -1.089 0.29 -0.05 -0.03
H -2.574 -0.732 -3.748 0.45 -0.39 0.43
H 0.085 -0.700 -3.629 -0.25 -0.48 0.05
H 0.210 0.220 -2.185 -0.12 0.27 0.29
H -0.580 2.058 -4.207 -0.16 0.19 -0.08
H 0.509 1.056 -5.073 0.21 -0.42 -0.18
H 1.356 3.163 -3.974 0.00 0.16 -0.30
H 1.456 3.516 -1.715 0.35 0.07 0.34
H 1.078 1.818 -1.286 0.26 -0.08 0.32
H -0.103 2.861 -2.068 -0.25 0.09 0.35
H 3.079 1.753 -4.605 0.13 0.23 -0.22
H 3.436 2.366 -2.990 0.24 0.30 -0.02
H 4.132 0.085 -3.496 0.15 -0.06 -0.44
H 2.512 -0.499 -3.556 -0.43 -0.12 -0.20
H 3.738 0.824 -1.038 -0.75 0.98 0.13
H 1.231 -1.480 0.440 -0.27 -0.10 -0.04
H 1.974 0.113 0.705 -0.15 0.28 0.03
H 2.853 -1.350 1.082 -0.10 -0.19 0.32
H 2.781 -3.094 -0.892 -0.07 -0.29 0.23
H 1.844 -2.499 -2.263 -0.15 -0.30 -0.05
H 3.602 -2.432 -2.292 0.22 -0.07 -0.24
C -3.508 1.975 3.798 0.01 -0.19 0.49
C -4.699 2.240 2.914 -0.01 0.59 0.19
O -4.080 2.579 1.671 0.19 -0.57 0.00
C -2.897 1.928 1.634 -0.22 0.23 0.47
O -2.248 1.765 0.650 0.25 0.20 -0.08
O -2.542 1.470 2.857 -0.30 0.17 -0.32
F -5.422 3.292 3.352 0.07 -0.10 -0.16
H -3.124 2.885 4.257 -0.12 0.11 -0.12
H -3.713 1.247 4.577 0.16 -0.19 -0.13
H -5.357 1.386 2.769 -0.15 -0.02 -0.05
C 1.298 2.365 5.212 0.34 -0.14 -0.06
C -0.058 2.627 4.603 -0.12 0.17 0.53
O 0.086 3.916 4.058 0.02 -0.36 -0.16
C 1.399 4.063 3.728 0.01 0.11 0.01
O 1.786 4.910 3.003 0.43 0.15 -0.14
O 2.157 3.103 4.320 -0.45 0.04 0.06
F -1.034 2.667 5.554 0.00 -0.09 -0.16
H 1.382 2.766 6.222 -0.15 0.11 -0.04
H 1.560 1.310 5.228 0.19 0.05 -0.20
H -0.344 1.928 3.817 -0.15 -0.05 0.10
C 1.079 -5.059 -3.559 -0.18 0.51 -0.61
C 2.223 -5.749 -2.878 -0.14 -0.35 0.45
O 1.974 -7.110 -3.165 0.12 0.37 -0.39
C 1.303 -7.147 -4.362 -0.10 -0.14 0.00
O 1.166 -8.109 -5.026 -0.06 -0.16 -0.06
O 0.824 -5.910 -4.679 0.26 0.00 0.37
F 2.177 -5.559 -1.531 0.13 -0.09 -0.09
H 0.194 -5.012 -2.935 -0.10 -0.10 0.33
H 1.335 -4.053 -3.887 0.00 -0.11 -0.24
H 3.208 -5.467 -3.256 0.06 0.01 0.20
C -5.223 -5.874 4.192 -0.12 -0.17 0.33
C -4.087 -5.827 3.202 -0.30 -0.02 -0.43
O -4.001 -4.434 2.901 0.03 -0.52 0.67
C -4.439 -3.775 4.014 -0.15 0.06 0.11
O -4.256 -2.622 4.216 0.04 0.39 -0.12
O -5.094 -4.603 4.849 0.12 -0.19 -0.26
F -4.382 -6.503 2.069 0.09 0.08 -0.01
H -6.195 -5.934 3.702 0.08 0.02 -0.17
H -5.134 -6.692 4.901 0.05 0.17 0.18
H -3.130 -6.174 3.592 0.03 -0.03 -0.10
C 3.525 6.577 0.577 0.17 0.10 0.61
C 3.878 5.835 -0.681 -0.41 0.10 -0.08
O 3.732 6.827 -1.675 0.31 -0.14 0.23
C 4.004 8.031 -1.071 -0.17 0.22 0.15
O 4.232 9.031 -1.650 0.00 0.13 -0.18
O 3.972 7.906 0.281 -0.03 -0.38 -0.34
F 2.987 4.820 -0.899 0.21 0.09 -0.21
H 2.450 6.581 0.759 -0.02 -0.10 -0.12
H 4.029 6.183 1.455 0.07 0.19 0.05
H 4.891 5.433 -0.718 -0.07 -0.17 -0.02
```
Forces are in eV/Å.

Summary:
net charge	+1
orbital gap	8.1	eV
HOMO level	-10.97	eV
LUMO level	-2.84	eV


no.,E_tot (eV)
1,-245688.3333
2,-72890.9865
3,-88906.4495